[1]
A single C4H3NO2S molecule at a distorted geometry, computed with ωB97M-V/def2-TZVPD.

Last column: Löwdin charge in e.
Positions of all 11 atoms, in Å:
S -1.0124 1.1358 -2.5345  0.645
H -0.0694 2.2685 0.4097  0.182
H -1.1013 -1.2935 -1.5450  0.129
O 0.0677 -2.3036 -0.2282  0.113
C 0.9015 0.4598 1.3768  -0.151
C -1.0894 -0.1139 -1.4477  -0.619
C 0.2944 1.0975 0.4318  -0.009
O 0.9021 -0.9263 1.3876  0.086
H 1.6155 0.8753 2.0968  0.139
C 0.0889 -1.1612 0.2066  -0.458
N -0.5975 -0.0384 -0.1539  -0.057

ΔE to the lowest compared entry with this formula, charge and spin: 2.668 eV
HOMO-LUMO gap: 8.636 eV
Structure (SMILES): O=c1occn1C=S
Charge: 0

---

[2]
C30H43AlBr2Cl4CsF3LiN2NaO15PS as an isolated structure at a distorted geometry, computed with ωB97M-V/def2-TZVPD.

Last column: Löwdin charge in e.
Positions of all 105 atoms, in Å:
H -1.5331 3.7421 1.0265  0.063
H 0.1373 -1.4004 1.4290  0.070
F -2.1308 -0.6804 2.9671  -0.471
H -0.7440 -1.5522 -1.4081  -0.364
O -0.5313 -9.3591 1.7916  -0.331
H 3.4588 1.1162 3.1437  0.147
C 4.8664 -0.5577 2.6460  -0.171
C 7.9649 1.2740 1.5360  -0.078
C -0.7405 1.9160 0.1177  -0.361
C 1.5950 3.2790 -0.0761  -0.172
O 1.6144 -0.3445 -1.5561  -0.360
C -1.0566 2.7988 1.3901  -0.089
C 0.1902 2.8965 -0.7382  -0.348
H 0.6848 -3.3149 -0.0864  0.016
Al 2.3222 -4.2378 1.5477  1.027
C 1.0483 0.7009 1.7365  -0.135
Li 1.4526 -0.8330 3.3314  0.642
O -3.5369 -4.6984 -6.5796  0.139
H 1.3855 2.0833 -2.3771  0.134
H 1.4933 3.8602 0.8881  0.101
H 4.5612 1.6302 -1.2295  0.003
H 5.3655 -0.7338 3.6891  0.148
H 2.8381 -0.5704 3.6988  0.051
C -6.2464 3.9014 2.7625  -0.058
H 2.3787 3.7978 -2.1616  0.056
H -3.7135 3.8857 -1.2683  0.044
F -5.3570 -4.8120 -7.9013  0.087
O -1.1236 -5.6421 1.4341  -0.132
H -1.5133 5.4708 -2.6153  0.074
Cs -0.5389 -2.5483 -2.6100  1.594
H -2.8648 0.1640 -2.5621  0.054
H -3.5443 5.5838 -1.7286  0.095
Br -1.9645 3.3357 -3.7329  0.698
O 7.1615 0.3412 2.2849  -0.191
H -7.2692 4.3344 2.8131  0.100
H 5.4637 1.4715 1.9391  0.124
H 5.4995 2.4155 -0.0535  0.059
H -2.8190 5.0228 -0.1996  0.031
Cl 0.7815 -8.9298 1.3965  0.650
O -2.3357 -3.4529 1.9272  -0.500
H -1.4228 -0.5440 1.5988  0.054
H -0.1535 3.1206 1.9720  0.126
O -1.7179 1.2456 3.1801  0.026
O 1.0064 -9.2328 0.0085  -0.347
Na 4.1289 -2.4487 3.6414  0.468
H -0.3274 -5.9924 1.9219  0.060
C -0.5987 -0.7871 0.8186  -0.153
H -5.2085 5.8540 2.4321  0.099
H 1.3296 1.7482 1.9970  0.107
C 2.6115 3.9849 -1.0336  -0.142
C 0.8812 0.5911 -1.0385  -0.276
H -3.6971 -5.8748 -8.2634  0.179
H 7.4113 2.2405 1.3328  0.095
C 3.3725 0.0374 2.8669  -0.175
H 2.5661 5.1032 -0.9144  0.109
Cl -4.3294 -2.5828 1.4724  0.181
C 2.4963 -0.0635 1.4995  -0.165
C -4.6393 1.9349 2.8370  -0.065
H -5.6798 -6.3480 -5.9604  0.151
C 5.8141 0.4041 1.8470  -0.247
H -0.8911 -3.9871 -0.8784  0.026
C -1.6765 4.4721 -2.1110  -0.760
C -0.4738 -3.3187 -0.0257  -0.386
C -4.3119 -5.5283 -7.4294  -0.313
Cl 3.3206 0.0184 -2.5824  0.520
C -5.0640 4.7518 2.5450  -0.078
H -4.5398 0.8235 2.9500  0.098
H -2.2230 -1.9346 -0.3551  0.088
N 4.5684 2.2825 -0.4439  0.101
F 3.1233 3.6440 -3.5089  -0.532
O -0.0571 -3.6892 2.6400  -0.447
H 8.8833 1.5438 2.1171  0.108
C -2.0212 2.1554 2.4338  -0.343
H 3.0624 0.3998 0.6523  0.099
C -3.4573 2.7557 2.5760  -0.131
S -1.0467 -4.0093 1.5539  0.650
C 4.0946 3.5973 -0.8297  -0.455
P -2.3918 1.5047 -0.8367  0.756
H 0.4853 0.2974 2.6705  0.100
H 4.8452 -1.5644 2.0807  0.105
O -2.0293 0.5254 -2.2109  -0.438
O 0.8786 -7.4767 1.5823  -0.471
H -6.8469 1.7608 3.0976  0.105
H 5.7711 0.1218 0.7511  0.138
Cl -3.6761 0.3192 0.2790  0.389
H 2.1966 2.3772 0.2513  0.086
N 0.6699 1.8122 -1.6858  0.187
C 0.1152 0.6025 0.4290  -0.190
C -2.9685 4.7288 -1.2643  -0.197
H 8.2484 0.8580 0.5249  0.110
C -0.2911 4.2293 -1.3944  -0.547
O 4.9329 4.4424 -1.0507  0.092
O -3.6802 -6.7102 -5.5885  0.091
H -2.8271 4.8773 2.2827  0.099
C -4.7713 -6.6153 -6.5044  -0.048
C -3.0350 -5.5204 -5.6188  -0.544
C -3.7130 4.2138 2.4537  -0.044
O 1.7794 -9.5681 2.2106  -0.343
C -1.0628 -1.7795 -0.3250  -0.452
H -4.9362 -7.5604 -7.0193  0.148
Br -0.1007 5.8697 -0.2439  0.832
H 0.4175 4.4434 -2.2531  0.110
H 2.2847 -1.1451 1.2164  0.077
O -2.1316 -5.2304 -4.8950  0.131
C -5.9967 2.4652 2.9295  -0.060

HOMO-LUMO gap: 1.954 eV
Charge: +1

---

[3]
A 2-piece molecular cluster, C2H7NO2 overall at a distorted geometry, computed with ωB97M-V/def2-TZVPD.

Last column: Löwdin charge in e.
Positions of all 12 atoms, in Å:
H 0.9694 -1.2775 1.2349  0.123
H -2.9715 -0.3141 0.3770  0.081
H -0.0798 -0.0384 -0.4177  0.035
O 2.6699 -1.2419 0.1568  0.011
H -2.4761 1.8821 -0.8628  0.074
O -1.8984 1.1465 -0.6929  -0.120
H -2.8567 1.2207 1.1682  0.085
H -1.4089 0.2269 1.0777  0.063
H 1.4614 0.5679 -1.0291  0.104
N 0.9061 0.0936 -0.3415  0.125
C -2.2962 0.5345 0.5191  -0.164
C 1.5245 -0.9186 0.3516  -0.417

ΔE to the lowest compared entry with this formula, charge and spin: 1.392 eV
HOMO-LUMO gap: 10.489 eV
Structure (SMILES): NC=O.CO
Charge: 0

---

[4]
C3H4O2Tm as an isolated structure at a distorted geometry, computed with ωB97M-V/def2-TZVPD.

Last column: Löwdin charge in e.
Positions of all 10 atoms, in Å:
H -3.9374 -0.6748 0.2563  0.202
O -1.0179 2.1392 0.2369  -0.064
O -3.4139 0.1134 0.0572  0.264
H -0.6919 0.7643 1.6874  0.188
C -1.1901 1.0212 0.7385  -0.035
C -1.2893 -0.4978 -0.7849  0.342
H -1.6725 -0.6646 -1.7929  0.175
C -2.1220 -0.1323 0.2402  -0.124
H -0.2711 -0.8028 -0.5306  0.159
Tm 0.0398 4.2498 0.5304  1.893

ΔE to the lowest compared entry with this formula, charge and spin: 0.155 eV
2S+1: 3
HOMO-LUMO gap (spin up / spin down): 9.514 / 6.165 eV
Charge: +3
Expectation value of S²: 2.009

---

[5]
C11H34F3O11V as an isolated structure at a distorted geometry, computed with ωB97M-V/def2-TZVPD.

Last column: Löwdin charge in e.
Positions of all 60 atoms, in Å:
H 3.7016 2.0877 -1.0958  0.093
H -1.3368 -4.0338 0.1264  0.101
H 2.1769 -2.7914 4.0763  0.075
H -0.9761 -2.1321 -1.9474  0.083
O -1.7987 -0.5839 0.3812  -0.176
H -2.3296 3.3147 1.2623  0.073
H 2.4831 1.2291 -2.0183  0.062
O -1.3845 2.3058 -0.9253  -0.169
C 3.6684 -2.8830 -0.0012  -0.146
H 3.0077 -0.9932 -2.9804  0.069
O 5.0416 -2.7059 0.3790  -0.125
O -1.4214 -3.1639 -0.2693  -0.123
H -0.9724 2.5413 -2.9206  0.171
O 1.7230 2.2596 -0.4082  -0.157
O 1.8691 -2.1069 3.4739  -0.115
C -0.8130 0.6391 4.6918  -0.164
H 0.0607 -3.1270 3.2773  0.081
C 1.9528 -1.1112 -3.2857  -0.198
H 0.4057 -3.0192 -1.2735  0.068
C -1.4081 1.7767 -2.2640  -0.395
H -0.8237 -3.8988 -2.1582  0.089
H -2.7169 3.9241 -1.1754  0.120
H 1.9725 -1.9956 -3.9359  0.081
H 0.4197 -1.9500 2.0415  0.051
F -2.7400 0.8635 -3.9445  0.166
H 2.5184 2.9875 -2.1568  0.095
H 3.5427 -2.6072 -1.0542  0.066
C -1.7300 3.6845 -0.7743  -0.224
H -2.2103 -0.1080 5.8569  0.066
H 1.9821 2.9525 0.2037  0.106
H 3.3538 -3.9057 0.1828  0.077
H -1.2856 0.7205 3.7053  0.049
H 5.3425 -1.9004 -0.0463  0.065
H -0.9022 1.6135 5.1778  0.078
O -0.5553 0.7299 -2.2075  -0.196
O -0.1275 1.2732 1.4823  -0.317
H 0.2152 0.3694 4.4583  0.077
H 1.2804 -3.5288 2.0479  0.070
H -1.0311 4.3125 -1.3371  0.129
C -1.7023 4.0130 0.7030  -0.064
F -3.4947 0.6501 -1.9350  0.169
O -1.3539 -0.3764 5.5198  -0.123
O 0.9580 -0.6060 -0.0216  -0.304
C -3.0308 -0.1126 0.8795  -0.101
V -0.0066 0.6800 -0.0157  0.968
H -0.7143 3.9023 1.1479  0.066
H 1.4448 -1.3494 -2.3493  0.034
C 2.6837 2.1515 -1.4774  -0.063
H 0.6902 0.3613 -3.4570  0.033
H -2.9590 0.9580 1.0582  0.075
F -3.5339 2.5798 -2.9149  0.144
C -2.8228 1.4534 -2.7486  -0.572
H -1.7869 -1.5540 0.2164  0.067
H -3.8375 -0.3041 0.1705  0.084
H 3.0672 -2.1659 0.5695  0.060
C -0.6664 -3.0621 -1.4745  -0.114
H -3.3302 -0.5555 1.8346  0.095
O 1.4567 0.0150 -3.9627  -0.132
H -2.0887 5.0021 0.9527  0.082
C 0.8721 -2.7196 2.6598  -0.163

ΔE to the lowest compared entry with this formula, charge and spin: 0.142 eV
HOMO-LUMO gap: 8.987 eV
Charge: 0

---

[6]
C27H17ClF5N5OSbSe4Ti as an isolated structure, computed with ωB97M-V/def2-TZVPD.

Last column: Löwdin charge in e.
Positions of all 62 atoms, in Å:
F 1.4527 -4.4451 -1.0509  0.104
H -4.8447 5.0337 1.2138  0.090
C -0.8028 -4.0454 -1.5848  -0.163
F -1.0278 -5.3675 -1.7257  0.081
H -0.1089 0.2701 -5.5934  0.094
H 2.6571 0.3400 2.0082  0.015
H -1.5191 2.4269 -1.6738  0.070
C 1.4858 -2.7105 2.6427  -0.168
C -3.9488 4.4313 1.1215  -0.107
C 0.2994 1.0402 -4.9517  -0.120
N 0.7406 -0.2432 1.5891  0.032
O -0.1530 0.0108 -1.1254  -0.198
C 1.1011 -5.0409 3.0179  -0.088
C -4.0237 3.0696 1.1644  -0.052
C -1.5807 4.2378 0.8235  -0.193
C 1.9244 -0.4577 2.0759  -0.200
H 3.2497 -1.6414 3.0817  -0.038
F -2.6231 -0.9354 -1.8061  0.092
C 1.9736 2.7147 -4.5233  -0.124
C 1.9475 -3.9534 3.0773  -0.007
N -1.6196 2.8951 0.8497  -0.048
H -0.5934 4.6601 0.6839  0.054
Se 1.5183 3.0382 1.4722  0.080
C -0.2009 -4.9060 2.5293  -0.090
H -0.3316 3.7109 -1.3548  0.048
C -0.3369 -1.2587 -1.2728  -0.278
C -0.4470 2.6561 -1.6082  -0.226
C 0.1815 -2.5581 2.1729  -0.086
C 0.6797 -2.2178 -1.1080  -0.143
F -3.0531 -3.5781 -2.1030  0.091
C -1.5938 -1.7824 -1.6293  -0.144
N -1.5874 0.3743 1.1359  -0.121
H -2.5728 6.1156 0.9380  0.087
Se 2.4546 1.7640 -0.2462  0.149
F 1.9127 -1.8168 -0.7684  0.106
H 1.7976 3.7544 -2.6649  0.098
C -1.8253 -3.1339 -1.7769  -0.152
C 0.2077 2.3368 -2.8905  -0.319
C 1.4340 1.7327 -5.3349  -0.686
H -4.9689 2.5577 1.2955  0.102
H -1.6577 -3.5382 1.7242  0.112
H 1.4575 -6.0106 3.3424  0.097
H 2.9635 -4.0423 3.4411  0.106
H -1.1892 0.8073 -3.4361  0.106
C 0.4522 -3.5735 -1.2495  -0.158
Se 6.8763 2.0177 5.2409  -0.395
C 1.3618 3.0053 -3.3140  -0.083
C -0.2312 -1.2217 1.7508  -0.303
H -3.6558 0.3011 1.4684  0.115
C -2.7940 0.9057 1.2112  -0.098
C -2.8434 2.2990 1.0536  -0.275
N 2.3130 -1.5977 2.6503  0.123
C -0.6563 -3.6721 2.1122  -0.026
Ti -0.0253 1.5000 0.2104  0.517
N -1.4693 -0.9352 1.5306  0.101
C -0.3014 1.3480 -3.7408  -0.047
Cl 2.1956 1.3647 -6.8756  0.574
H 2.8691 3.2392 -4.8305  0.095
Sb 5.3849 0.8917 3.7637  0.084
H -0.8491 -5.7709 2.4699  0.095
C -2.6855 5.0410 0.9621  -0.088
Se 5.2294 -1.4374 4.4140  -0.294

ΔE to the lowest compared entry with this formula, charge and spin: 0.578 eV
2S+1: 2
HOMO-LUMO gap (spin up / spin down): 5.358 / 5.754 eV
Charge: -2
Expectation value of S²: 0.769

---

[7]
C37H37N2O2Ti as an isolated structure at a distorted geometry, computed with ωB97M-V/def2-TZVPD.

Last column: Löwdin charge in e.
Positions of all 79 atoms, in Å:
C -2.0516 -3.1812 -0.4399  -0.042
C 1.8691 -0.6837 1.2294  -0.218
H -1.3610 -1.7432 6.2712  0.089
C -0.7336 3.4791 2.8566  -0.021
H 0.7323 2.9933 -1.7773  0.059
H 2.0066 -3.9196 2.1752  0.101
H 0.4128 -3.1640 -2.1465  0.100
C -2.0259 -1.8763 -0.9691  -0.107
C -0.9747 -1.4340 -2.0391  -0.487
C -3.0361 -1.0010 -0.5195  -0.017
H -4.7065 -2.9756 1.6839  0.091
C 1.6432 3.5970 2.5220  -0.025
C -1.7299 -3.1737 -3.8106  -0.040
H 1.0923 -4.1573 -0.1286  0.106
C -0.1169 -0.0905 5.6699  -0.096
C 2.3569 1.7484 -2.5538  -0.797
C 3.2553 1.9523 -1.3251  -0.136
C -3.9942 -1.3912 0.4220  -0.089
C -3.9810 -2.6833 0.9346  -0.118
C 1.3699 2.9177 -2.6841  -0.082
C 0.4656 2.8292 2.4874  -0.115
H -1.3059 -3.9008 -0.7513  0.091
Ti 0.4717 0.6823 -0.6957  1.056
C -0.1246 0.4660 3.2839  -0.122
C 3.2193 1.6499 -3.8201  -0.103
C 1.8692 -3.0487 1.5471  -0.050
H 2.5786 1.4880 -4.7139  0.069
N 1.6087 0.5075 -2.3974  -0.061
H -1.6602 2.9085 2.8036  0.120
H -3.0257 0.0300 -0.8723  0.116
C -2.5757 -2.5819 -5.9967  -0.121
H 0.2439 0.1175 6.6708  0.091
H -2.1562 -2.1989 3.9491  0.094
H 1.1666 -1.6700 -2.5956  0.107
C 0.4273 5.5520 3.2787  -0.115
H 0.4123 6.5971 3.5654  0.090
C -1.8785 -0.8658 -4.4409  -0.008
H 2.3370 1.3506 0.9529  0.022
H -4.7132 -0.6580 0.7697  0.098
H -1.7519 0.1910 -4.2112  0.112
H -2.9812 -2.8688 -6.9599  0.089
C -1.5271 -1.8207 -3.4650  -0.093
C 0.3284 0.6926 4.5998  -0.033
C -0.7555 4.8201 3.2473  -0.093
H 2.3682 -1.6258 3.0937  0.116
C 1.3586 -3.1827 0.2569  -0.020
C -1.4666 -1.3873 4.1543  -0.084
H 2.5887 3.1598 2.2225  0.106
O -0.3277 1.2197 1.0102  -0.243
H 2.5496 5.5085 2.9110  0.094
C -2.2462 -3.5514 -5.0560  -0.100
C 1.1346 -2.0379 -0.5050  -0.218
H 0.7072 2.7693 -3.5638  0.080
C -2.3913 -1.2377 -5.6889  -0.093
H 2.5364 0.8038 2.6059  0.123
C 2.0974 -1.7750 2.0570  -0.011
H 3.9630 1.1022 -1.2172  0.086
H 3.8431 2.8908 -1.4209  0.072
H -1.7024 5.2814 3.5035  0.093
H 1.0366 1.4952 4.7849  0.113
H -2.3970 -4.6028 -5.2743  0.091
C -1.0159 -1.1309 5.4462  -0.114
O -0.7834 -0.1124 -1.9809  -0.286
C -1.0238 -0.5991 3.0891  -0.011
H 2.6432 2.0149 -0.3999  -0.037
C 0.4384 1.3143 2.0975  -0.500
C -3.0091 -3.5801 0.5023  -0.091
H -1.3581 -0.8212 2.0737  0.107
H 3.8049 2.5827 -3.9701  0.063
H 1.7662 1.5926 0.0757  -0.021
C 1.8647 0.7406 1.7382  -0.135
H -2.6468 -0.4637 -6.4040  0.093
N 1.5108 -0.8287 -0.0578  0.033
H 1.9148 3.8782 -2.8108  0.073
H -2.9748 -4.5847 0.9069  0.092
H 3.9278 0.7972 -3.7415  0.070
C 0.4621 -2.1032 -1.8677  -0.060
C 1.6249 4.9417 2.9131  -0.091
H -1.4980 -3.9503 -3.0908  0.094

HOMO-LUMO gap (spin up / spin down): 5.328 / 5.335 eV
Charge: -1

---

[8]
C24H23FGe2N2O5S4Ti as an isolated structure, computed with ωB97M-V/def2-TZVPD.

Last column: Löwdin charge in e.
Positions of all 62 atoms, in Å:
H -0.3175 -0.9241 -2.8693  -0.004
H -1.0656 -4.9691 -1.3978  0.022
O -2.3460 -1.5087 6.6754  -0.039
C -1.0814 -3.6384 2.6036  -0.172
C -3.6783 -1.1857 -1.2816  -0.109
C 0.2509 1.6668 -0.9224  -0.593
C -4.9423 0.9040 0.0275  -0.082
C -3.4422 -3.2627 4.0046  -0.089
C -4.8159 -0.6101 -1.8320  -0.080
H 0.7934 3.2573 -2.2214  0.148
F -4.7216 2.5453 -2.9256  0.093
N -1.7523 1.5411 -4.6681  0.229
H 0.6973 -4.9702 -1.5747  0.023
C -2.4692 2.7451 -2.3813  0.060
C -0.1334 -4.5944 -0.9758  -0.238
C 1.7340 -2.1085 -0.5197  -0.264
O -0.5103 0.6667 -0.9257  -0.113
H -1.4736 1.0554 -5.5094  0.173
C -1.7241 -1.1012 5.7379  -0.988
S 1.4135 -0.9766 2.7776  0.618
C -5.4487 0.4356 -1.1767  -0.101
H -0.4657 3.6644 -1.0422  0.152
H 0.3772 -2.4412 -3.4807  0.027
H -3.1909 -2.0021 -1.8017  0.080
Ge -0.1301 -2.6385 -1.0027  0.707
C -1.3815 -4.4552 3.6826  -0.118
S -0.2085 -1.8282 5.1686  1.013
H -2.7953 -4.8927 5.2370  0.109
H -5.2078 -0.9720 -2.7743  0.110
C -2.5636 -4.2655 4.3860  -0.096
S -2.1714 0.3548 4.8189  0.983
S -0.7482 1.4543 2.4089  0.645
H -1.3686 -2.3041 -3.2212  0.013
C -0.7255 1.9139 -3.8296  -0.476
C -0.3920 -2.0098 -2.8386  -0.229
Ge -1.5292 -1.5061 0.6642  0.866
H -5.4378 1.7183 0.5417  0.106
H -3.8468 -1.6857 2.6093  0.096
H 1.9729 -1.0343 -0.4710  -0.003
H -0.0401 -4.9759 0.0392  0.004
O 0.4389 1.6643 -4.0560  0.098
C -3.4337 2.3566 -3.2151  -0.190
C -1.9659 -2.6393 2.1954  -0.353
H -0.6891 -5.2299 3.9873  0.108
C -3.1530 -0.7212 -0.0766  -0.348
C -3.1280 1.6933 -4.4791  -0.391
H -0.1362 -3.7658 2.0867  0.083
O -3.9280 1.2943 -5.2877  0.114
H -2.7000 3.1959 -1.4260  0.154
C 0.0712 -0.6991 3.8661  -1.106
H -6.3313 0.8905 -1.6070  0.106
Ti 0.4528 0.1223 0.9518  0.470
C -3.7988 0.3328 0.5706  -0.128
O 1.2892 1.6437 -0.1874  -0.072
H -4.3572 -3.1050 4.5612  0.113
H 2.3739 -2.4825 -1.3222  0.037
C -0.1028 2.8942 -1.7240  -0.016
C -3.1486 -2.4588 2.9099  -0.115
H 2.0590 -2.5788 0.4079  0.003
C -0.8214 0.2968 3.7146  -1.117
H -3.3975 0.7208 1.5001  0.066
N -1.1313 2.5877 -2.6923  0.000

ΔE to the lowest compared entry with this formula, charge and spin: 0.219 eV
HOMO-LUMO gap: 6.996 eV
Charge: 0